(1)
Computed, not measured: an isolated ion of composition C5H11N2 and charge +2 in a non-equilibrium geometry, with ωB97M-V with the def2-TZVPD basis set.

## Properties
Charge ... +2
2S+1 ... 2
Frontier orbital gap (alpha / beta) ... 10.065 / 8.641 eV
E_HOMO (alpha / beta) ... -19.31 / -20.32 eV
Largest force on an atom ... 1.59 eV/A
Energy ... -8322.8753 eV

Last column: natural (NBO) charge in e.
Element x y z (Å)
C (1.68, -0.31, -0.64)  -0.1860
C (0.43, 0.51, -1.00)  -0.5222
C (-0.74, 0.31, -0.07)  0.2838
C (-1.04, 1.19, 0.97)  -0.1870
C (-2.66, -0.97, -0.48)  0.1133
N (-1.44, -0.83, -0.17)  -0.2953
N (1.88, -0.38, 0.91)  -0.6862
H (1.64, -1.35, -0.93)  0.2558
H (2.63, 0.16, -0.89)  0.2679
H (0.15, 0.43, -2.06)  0.3107
H (0.68, 1.58, -0.99)  0.2727
H (-1.05, 2.26, 0.78)  0.2741
H (-1.44, 0.76, 1.87)  0.2540
H (-3.34, -0.14, -0.65)  0.2376
H (-3.00, -1.99, -0.57)  0.2523
H (2.85, -0.33, 1.20)  0.4734
H (1.30, 0.31, 1.38)  0.4310
H (1.47, -1.22, 1.33)  0.4498

---

(2)
Computed, not measured: an isolated molecule of C5H7Cl in a non-equilibrium geometry, with ωB97M-V with the def2-TZVPD basis set.

## Properties
Frontier orbital gap ... 8.938 eV
SMILES ... C/C=C\C=C/Cl
E_HOMO ... -8.29 eV
Largest force on an atom ... 5.88 eV/A
Energy ... -17818.1063 eV

Last column: natural (NBO) charge in e.
Element x y z (Å)
C (-3.20, 0.17, -0.02)  -0.6584
C (-2.09, -0.69, -0.02)  -0.1963
C (-0.76, -0.43, 0.06)  -0.2279
C (-0.13, 0.85, -0.05)  -0.2645
C (1.25, 0.87, 0.08)  -0.2190
Cl (2.42, -0.38, -0.02)  0.0078
H (-4.00, -0.25, -0.73)  0.2361
H (-3.06, 1.33, -0.44)  0.2141
H (-3.61, 0.25, 1.12)  0.2365
H (-2.20, -1.79, 0.17)  0.2116
H (0.06, -1.24, -0.07)  0.2143
H (-0.75, 1.67, -0.07)  0.2214
H (1.98, 1.82, 0.14)  0.2243

---

(3)
Computed, not measured: C46H47FI2KN9O2SSi as an isolated structure, with ωB97M-V with the def2-TZVPD basis set.

## Properties
Charge ... -2
Frontier orbital gap ... 2.968 eV
E_HOMO ... 0.26 eV
Largest force on an atom ... 0.90 eV/A
Energy ... -119927.1582 eV

Last column: Mulliken charge in e.
Element x y z (Å)
K (-0.09, 1.09, -0.47)  1.0334
C (2.76, 2.66, -3.36)  -2.3048
C (1.73, 3.00, -2.32)  0.3610
N (2.00, 3.08, -1.08)  0.2277
N (3.28, 2.98, -0.67)  -0.1860
C (3.57, 3.28, 0.63)  -0.7289
N (4.92, 3.17, 0.83)  -0.4041
S (3.17, 0.35, 1.18)  -0.4023
C (0.30, 3.23, -2.70)  1.3018
C (-0.17, 2.95, -3.98)  -0.5454
C (-1.51, 3.16, -4.27)  -0.6213
C (-2.35, 3.65, -3.28)  -0.5620
C (-1.79, 3.89, -2.03)  -0.3757
N (-0.51, 3.69, -1.74)  -0.0929
H (3.11, 1.64, -3.22)  0.4277
H (3.62, 3.34, -3.27)  0.5478
H (2.39, 2.75, -4.38)  0.4344
H (3.96, 2.56, -1.30)  0.2919
H (5.14, 3.18, 1.81)  0.3266
H (5.40, 2.39, 0.38)  0.2476
H (0.48, 2.53, -4.73)  0.0010
H (-1.90, 2.91, -5.25)  0.3458
H (-3.41, 3.80, -3.45)  0.4350
H (-2.41, 4.24, -1.21)  0.5361
C (2.83, -2.30, -2.45)  -0.7485
C (1.75, -2.03, -3.44)  0.5315
N (1.68, -2.72, -4.54)  -0.8045
C (0.63, -2.50, -5.38)  -1.0096
C (-0.41, -1.67, -5.11)  0.0438
C (-1.52, -1.56, -6.11)  -0.6824
O (-1.53, -0.28, -6.77)  -0.5854
C (-0.42, -0.92, -3.87)  0.6961
C (-1.61, -0.19, -3.58)  0.3688
N (-2.15, 0.20, -2.45)  0.6351
C (-3.46, 0.73, -2.57)  0.3559
C (-4.26, 0.64, -3.73)  -0.8258
C (-5.51, 1.22, -3.83)  -0.7714
C (-6.06, 1.90, -2.76)  -0.7487
C (-5.35, 1.93, -1.57)  -0.5460
C (-4.09, 1.35, -1.47)  0.2003
I (-3.27, 1.42, 0.45)  0.3039
C (0.78, -0.98, -3.08)  -0.3614
O (1.09, -0.16, -2.20)  -0.3502
H (3.57, -2.97, -2.89)  0.4083
H (2.39, -2.75, -1.56)  0.0152
H (3.29, -1.37, -2.11)  0.0690
H (0.63, -3.08, -6.30)  0.3176
H (-2.50, -1.71, -5.65)  0.2072
H (-1.39, -2.32, -6.88)  0.4232
H (-0.92, 0.28, -6.28)  0.4072
H (-2.19, -0.01, -4.48)  -0.4916
H (-3.90, 0.10, -4.59)  0.4331
H (-6.05, 1.13, -4.77)  0.4094
H (-7.04, 2.36, -2.83)  0.3739
H (-5.77, 2.41, -0.70)  0.3887
N (-2.39, -2.18, 3.32)  -0.4958
N (-2.39, -1.97, 1.90)  -0.0510
H (-2.54, -3.16, 3.55)  0.1932
H (-3.15, -1.64, 3.71)  0.1759
H (-3.07, -2.57, 1.45)  0.2274
H (-1.48, -2.23, 1.50)  -0.1196
I (-2.66, 2.89, 5.50)  0.0102
C (-1.48, 3.38, 3.84)  -0.7739
C (-1.24, 4.70, 3.51)  -0.2059
C (-0.45, 4.96, 2.40)  -1.1706
C (0.07, 3.89, 1.68)  -0.0388
N (-0.17, 2.63, 2.01)  1.0318
C (-0.93, 2.37, 3.07)  -0.4438
H (-1.66, 5.51, 4.10)  0.3901
H (-0.23, 5.98, 2.10)  0.5187
H (0.71, 4.04, 0.82)  0.1526
H (-1.09, 1.32, 3.31)  0.7395
C (1.60, 3.00, 6.22)  -0.5218
C (1.18, 1.69, 6.41)  -0.7059
C (1.31, 0.76, 5.39)  -0.3110
C (1.85, 1.11, 4.15)  0.1070
C (2.29, 2.43, 3.98)  -0.0966
C (2.16, 3.36, 5.00)  -0.5289
Si (1.84, -0.10, 2.68)  -0.1105
C (2.10, -1.83, 3.40)  0.2905
C (1.01, -2.55, 3.90)  0.3805
C (1.18, -3.82, 4.44)  -0.7983
C (2.45, -4.39, 4.48)  -0.4978
C (3.54, -3.69, 3.98)  -0.5587
C (3.36, -2.42, 3.44)  -0.5857
H (1.49, 3.73, 7.01)  0.3540
H (0.74, 1.40, 7.36)  0.4065
H (0.96, -0.26, 5.55)  0.3026
H (2.69, 2.72, 3.01)  0.3193
H (2.49, 4.39, 4.83)  0.4120
H (0.40, -0.10, 2.26)  -0.0948
H (0.01, -2.14, 3.84)  0.5942
H (0.32, -4.38, 4.79)  0.3473
H (2.58, -5.39, 4.88)  0.3648
H (4.52, -4.14, 3.99)  0.3370
H (4.20, -1.89, 3.02)  0.3239
F (-0.30, -8.23, 1.27)  -0.4133
C (-0.26, -6.89, 0.90)  0.4537
C (0.74, -6.06, 1.39)  -0.5367
C (0.79, -4.73, 1.02)  -0.3563
C (-0.18, -4.14, 0.13)  1.6394
C (-0.16, -2.79, -0.22)  -1.9890
C (-1.19, -5.05, -0.33)  -0.7762
C (-1.22, -6.39, 0.04)  -0.4575
H (1.49, -6.47, 2.06)  0.3833
H (1.58, -4.10, 1.41)  0.3609
H (-0.93, -2.39, -0.88)  0.0169
H (0.57, -2.10, 0.18)  0.2002
H (-1.94, -4.68, -1.01)  0.2852
H (-1.99, -7.05, -0.34)  0.3629

---

(4)
Computed, not measured: a 2-piece molecular cluster, C3H8N2O2 overall, with ωB97M-V with the def2-TZVPD basis set.

## Properties
Frontier orbital gap ... 9.302 eV
E_HOMO ... -8.81 eV
Largest force on an atom ... 0.75 eV/A
Energy ... -10316.3462 eV

Last column: natural (NBO) charge in e.
Element x y z (Å)
N (-0.53, -1.85, 0.03)  -0.7128
C (0.58, -2.23, -0.48)  0.3656
N (1.27, -1.44, -1.29)  -0.7702
H (-0.72, -0.70, -0.09)  0.4561
H (-0.98, -2.44, 0.70)  0.3996
H (0.95, -3.22, -0.28)  0.1845
H (2.22, -1.66, -1.53)  0.4044
H (0.94, -0.48, -1.34)  0.4481
O (-0.30, 0.86, 1.67)  -0.6867
C (-0.41, 1.31, 0.54)  0.7870
O (-0.56, 0.58, -0.53)  -0.8172
C (-0.28, 2.79, 0.28)  -0.7236
H (0.54, 3.21, 0.87)  0.2233
H (-0.12, 2.97, -0.77)  0.2145
H (-1.19, 3.29, 0.58)  0.2275

---

(5)
Computed, not measured: a 2-piece molecular cluster, C4H10N2O3 overall in a non-equilibrium geometry, with ωB97M-V with the def2-TZVPD basis set.

## Properties
Frontier orbital gap ... 10.496 eV
SMILES ... CC(=O)NCC(N)=O.O
E_HOMO ... -10.03 eV
Largest force on an atom ... 4.76 eV/A
Energy ... -13431.9875 eV

Last column: natural (NBO) charge in e.
Element x y z (Å)
C (-0.23, 1.82, 0.24)  -0.7403
C (-0.42, 1.01, 1.45)  0.6465
O (-0.26, 1.65, 2.52)  -0.6079
N (-0.67, -0.35, 1.52)  -0.6254
C (-0.72, -1.37, 0.41)  -0.3330
C (0.72, -1.29, -0.32)  0.6778
N (1.79, -1.31, 0.54)  -0.8379
O (1.07, -1.12, -1.46)  -0.6155
H (-0.98, 2.04, -0.52)  0.2413
H (-0.03, 3.05, 0.51)  0.2582
H (0.65, 1.55, -0.33)  0.2435
H (-0.87, -0.63, 2.42)  0.4083
H (-0.85, -2.45, 0.66)  0.2505
H (-1.65, -1.15, -0.23)  0.2374
H (1.70, -1.39, 1.57)  0.3941
H (2.64, -0.89, 0.20)  0.4086
O (-0.71, 0.22, -3.43)  -0.9712
H (0.05, -0.19, -2.98)  0.5013
H (-1.25, 0.80, -2.77)  0.4638

---

(6)
Computed, not measured: an isolated molecule of C5H7N3 in a non-equilibrium geometry, with ωB97M-V with the def2-TZVPD basis set.

## Properties
Frontier orbital gap ... 9.191 eV
SMILES ... C=Cc1cncn1N
E_HOMO ... -8.40 eV
Largest force on an atom ... 1.83 eV/A
Energy ... -9767.1704 eV

Last column: natural (NBO) charge in e.
Element x y z (Å)
C (-2.25, -0.25, -0.01)  -0.4083
C (-1.16, -1.00, 0.05)  -0.2010
C (0.24, -0.60, -0.07)  0.0167
C (1.35, -1.43, -0.08)  -0.0603
N (2.53, -0.70, 0.02)  -0.4507
C (2.13, 0.56, 0.00)  0.1781
N (0.76, 0.67, -0.02)  -0.1912
N (0.10, 1.87, -0.02)  -0.6216
H (-2.22, 0.83, -0.19)  0.1763
H (-3.27, -0.65, 0.04)  0.2087
H (-1.28, -2.07, 0.16)  0.2187
H (1.36, -2.51, -0.08)  0.2067
H (2.70, 1.46, 0.21)  0.2054
H (-0.48, 1.95, -0.85)  0.3604
H (-0.50, 1.87, 0.83)  0.3621